(w)
Density functional theory data (ωB97M-V/def2-TZVPD) for C3H6N2OS in the gas phase.

Structure (XYZ):
```
13
Properties=species:S:1:pos:R:3:lowdin_charge:R:1
C -3.090 -0.412 -0.002 -0.023
N -1.818 -0.540 0.025 -0.046
N -1.136 0.649 -0.048 -0.052
C 0.202 0.679 0.083 -0.818
O 0.842 1.745 0.000 -0.034
S 0.930 -0.889 -0.023 0.915
C 2.706 -0.381 0.003 -0.351
H -3.545 0.590 -0.132 0.081
H -3.731 -1.268 0.169 0.067
H -1.606 1.551 -0.066 0.153
H 3.418 -1.188 0.023 0.028
H 2.815 0.211 -0.882 0.019
H 2.801 0.287 0.916 0.062
```

Summary:
gap between HOMO and LUMO	10.0	eV
HOMO	-9.22	eV

***

(x)
Density functional theory data (ωB97M-V/def2-TZVPD) for C3H6N2OS in the gas phase.

Structure (XYZ):
```
13
Properties=species:S:1:pos:R:3:lowdin_charge:R:1
C 3.135 0.691 0.034 -0.110
N 2.716 -0.555 -0.479 -0.382
S 1.190 -1.163 0.103 0.858
C -0.224 -0.054 -0.179 -0.606
O -0.001 1.193 -0.121 -0.061
C -1.565 -0.745 -0.118 -0.375
N -2.768 -0.004 -0.081 -0.078
H 4.289 0.613 0.156 0.071
H 2.506 1.648 0.701 0.157
H -1.588 -1.357 0.622 0.044
H -1.601 -1.599 -0.790 0.123
H -3.150 0.423 1.009 0.183
H -2.941 0.909 -0.855 0.175
```

Summary:
gap between HOMO and LUMO	8.8	eV
HOMO	-9.07	eV

***

(y)
Density functional theory data (ωB97M-V/def2-TZVPD) for 2 unconnected molecules or ions with the total composition C3H6N2OS.

Structure (XYZ):
```
13
Properties=species:S:1:pos:R:3:lowdin_charge:R:1
C -0.501 -1.926 1.209 -0.074
C 0.537 -1.251 0.285 -0.485
C 0.924 1.257 0.063 -0.272
H -1.477 -2.238 0.682 0.084
H -0.048 -2.711 1.877 0.076
H -0.695 -1.117 2.109 0.126
H 2.212 -1.300 -0.477 0.015
H -1.502 2.369 -0.019 0.189
H 1.987 0.869 0.131 0.142
N 1.615 -1.847 0.037 0.173
N 0.192 0.053 -0.302 -0.459
O 0.435 2.469 0.166 -0.142
S -1.399 0.528 -0.820 0.626
```

Summary:
gap between HOMO and LUMO	8.2	eV
HOMO	-8.95	eV

***

(z)
Density functional theory data (ωB97M-V/def2-TZVPD) for C3H6N2OS in the gas phase.

Structure (XYZ):
```
13
Properties=species:S:1:pos:R:3:lowdin_charge:R:1
C -1.359 1.888 -0.221 0.010
C -0.112 1.012 -0.203 -0.503
N 0.973 1.374 0.372 -0.367
S 2.209 0.352 0.367 0.845
N 0.902 -1.028 -0.584 -0.250
C 0.618 -2.189 0.259 -0.123
O -0.218 -0.268 -0.633 -0.107
H -1.327 2.587 -1.038 0.070
H -1.123 2.502 0.665 0.090
H -2.244 1.184 -0.311 0.110
H 1.481 -2.675 0.473 0.032
H 0.078 -1.883 1.249 0.127
H 0.124 -2.856 -0.396 0.068
```

Summary:
gap between HOMO and LUMO	8.0	eV
HOMO	-7.86	eV

***

Relative to the most stable one, in kJ/mol, the structures come out at (w) 0.0; (x) 418.6; (y) 323.7; (z) 254.0.

***

(w)
Density functional theory data (ωB97M-V/def2-TZVPD) for C3H6N2OS in the gas phase.

Structure (XYZ):
```
13
Properties=species:S:1:pos:R:3:lowdin_charge:R:1
N -1.471 -0.623 -0.201 -0.029
C -0.917 0.771 0.049 -0.209
C 0.407 0.857 -0.539 -0.452
O 0.731 1.931 -1.097 0.047
N 1.383 -0.172 -0.411 0.048
C 1.424 -1.022 0.784 -0.719
S 2.666 -1.897 1.257 0.676
H -1.785 -0.562 -1.262 0.130
H -2.346 -0.602 0.300 0.050
H -1.077 0.952 1.170 0.149
H -1.657 1.520 -0.381 0.135
H 2.268 0.117 -0.774 0.114
H 0.373 -1.269 1.105 0.060
```

Summary:
gap between HOMO and LUMO	8.9	eV
HOMO	-9.04	eV

***

(x)
Density functional theory data (ωB97M-V/def2-TZVPD) for C3H6N2OS in the gas phase.

Structure (XYZ):
```
13
Properties=species:S:1:pos:R:3:lowdin_charge:R:1
N -1.623 -0.932 -0.239 0.006
C -1.404 0.314 0.465 -0.255
C -0.370 1.248 -0.139 -0.103
N 0.867 0.993 -0.352 0.060
O 1.084 -0.359 -0.064 -0.206
C 2.377 -0.725 0.028 -0.705
S 3.709 0.215 0.008 0.666
H -0.764 -1.377 -0.460 0.040
H -2.106 -0.794 -1.116 0.072
H -2.341 0.887 0.508 0.110
H -1.143 0.068 1.512 0.123
H -0.670 2.271 -0.384 0.117
H 2.383 -1.807 0.231 0.076
```

Summary:
gap between HOMO and LUMO	8.9	eV
HOMO	-8.87	eV

***

Relative to the most stable one, in kJ/mol, the structures come out at (w) 0.0; (x) 150.4.

***

(w)
Density functional theory data (ωB97M-V/def2-TZVPD) for 2 unconnected molecules or ions with the total composition C8H19NO.

Structure (XYZ):
```
29
Properties=species:S:1:pos:R:3:lowdin_charge:R:1
C 1.137 -3.364 -2.126 -0.129
N 1.462 -1.999 -2.430 -0.090
C 2.100 -1.062 -1.573 -0.490
C 2.705 0.256 -2.000 -0.039
O 2.277 -1.470 -0.385 -0.037
H 1.669 -3.770 -1.075 0.154
H 0.065 -3.316 -2.008 0.041
H 1.221 -3.925 -3.264 0.139
H 1.151 -1.473 -3.336 0.170
H 2.125 0.809 -2.812 0.081
H 3.748 0.303 -2.583 0.128
H 2.708 0.870 -1.100 0.067
C 0.305 3.052 2.386 -0.070
C -0.491 1.704 2.169 -0.364
C -1.210 1.351 1.019 -0.307
C -1.957 -0.081 1.251 -0.274
C -3.118 -0.562 0.190 -0.137
H 0.926 3.379 1.621 0.032
H -0.459 3.828 2.729 0.088
H 0.869 2.800 3.297 0.066
H -1.156 1.437 3.024 0.115
H 0.239 0.921 2.302 0.098
H -2.223 2.000 0.874 0.151
H -0.542 1.231 0.049 0.138
H -2.619 0.122 2.261 0.124
H -1.099 -0.771 1.566 0.107
H -2.453 -0.303 -0.774 0.090
H -3.169 -1.731 0.358 0.075
H -4.209 -0.237 0.370 0.073
```

Summary:
gap between HOMO and LUMO	9.9	eV
HOMO	-9.22	eV

***

(x)
Density functional theory data (ωB97M-V/def2-TZVPD) for 2 unconnected molecules or ions with the total composition C8H19NO.

Structure (XYZ):
```
29
Properties=species:S:1:pos:R:3:lowdin_charge:R:1
C -2.049 -2.412 0.517 -0.072
C -0.958 -1.951 1.456 -0.232
N -0.155 -0.856 0.893 -0.110
C -0.844 0.418 1.032 -0.038
C 1.167 -1.049 0.620 -0.487
C 2.022 -0.061 -0.194 0.024
O 1.741 -2.042 1.050 0.021
H -1.685 -2.094 -0.458 0.083
H -3.044 -2.553 0.921 0.073
H -1.826 -3.460 0.219 0.075
H -1.218 -1.808 2.503 0.121
H -0.203 -2.713 1.608 0.099
H -1.650 0.412 1.753 0.096
H -0.090 1.192 1.202 0.080
H -1.276 0.811 0.103 0.063
H 2.854 -0.050 0.512 0.092
H 2.513 -0.610 -0.988 0.096
H 1.418 0.822 -0.291 0.018
C 0.341 3.288 -0.764 -0.106
C -0.640 2.586 -1.741 -0.293
C -0.203 1.232 -2.308 -0.125
H -0.182 3.982 -0.106 0.070
H 0.748 2.585 -0.051 0.022
H 1.059 3.866 -1.338 0.073
H -0.599 3.232 -2.592 0.086
H -1.590 2.491 -1.244 0.085
H -0.068 0.425 -1.604 0.031
H 0.719 1.286 -2.909 0.081
H -0.802 1.084 -3.214 0.075
```

Summary:
gap between HOMO and LUMO	10.0	eV
HOMO	-9.08	eV

***

(y)
Density functional theory data (ωB97M-V/def2-TZVPD) for 2 unconnected molecules or ions with the total composition C8H19NO.

Structure (XYZ):
```
29
Properties=species:S:1:pos:R:3:lowdin_charge:R:1
C 2.781 -1.481 -0.816 -0.061
C 2.467 -0.196 0.024 -0.706
C 3.440 0.197 1.075 -0.126
C 1.084 -0.223 0.767 -0.100
C 2.276 1.026 -0.964 -0.088
H 3.520 -1.089 -1.651 0.110
H 3.088 -2.324 -0.236 0.054
H 1.934 -1.895 -1.422 0.080
H 3.160 1.230 1.396 0.069
H 3.117 -0.454 2.145 0.133
H 4.640 -0.049 0.885 0.131
H 0.745 0.758 1.177 0.080
H 1.257 -0.996 1.579 0.085
H 0.284 -0.628 0.055 0.074
H 1.455 0.657 -1.618 0.078
H 1.926 1.814 -0.267 0.066
H 3.210 1.284 -1.594 0.101
C -4.522 -1.224 0.057 -0.142
N -4.027 0.078 0.175 -0.049
C -2.683 0.302 -0.055 -0.511
C -2.276 1.724 -0.185 0.008
O -1.889 -0.653 -0.045 0.003
H -3.664 -1.867 0.468 0.093
H -5.456 -1.352 0.716 0.096
H -4.679 -1.662 -1.139 0.150
H -4.590 0.859 -0.054 0.108
H -3.222 2.209 0.160 0.088
H -1.853 1.961 -1.174 0.102
H -1.526 1.994 0.541 0.074
```

Summary:
gap between HOMO and LUMO	10.3	eV
HOMO	-9.58	eV

***

Relative to the most stable one, in kJ/mol, the structures come out at (w) 210.6; (x) 0.0; (y) 8.2.

***

(w)
Density functional theory data (ωB97M-V/def2-TZVPD) for 3 unconnected molecules or ions with the total composition C2H9NO2.

Structure (XYZ):
```
14
Properties=species:S:1:pos:R:3:lowdin_charge:R:1
C 2.246 1.324 -0.588 -0.037
N 1.106 0.845 -0.195 -0.120
C 1.104 -0.431 0.536 -0.146
H 2.377 0.994 -1.624 0.091
H 3.077 1.569 0.034 0.057
H 2.147 -0.852 0.819 0.097
H 0.542 -0.439 1.444 0.051
H 0.698 -1.200 -0.158 0.089
O -2.607 -2.007 0.086 -0.145
H -2.380 -1.036 -0.247 0.051
H -3.525 -1.947 0.426 0.030
O -1.959 0.911 -0.374 -0.066
H -1.026 0.775 -0.548 -0.011
H -1.801 1.494 0.388 0.058
```

Summary:
gap between HOMO and LUMO	8.2	eV
HOMO	-8.70	eV

***

(x)
Density functional theory data (ωB97M-V/def2-TZVPD) for 2 unconnected molecules or ions with the total composition C2H9NO2.

Structure (XYZ):
```
14
Properties=species:S:1:pos:R:3:lowdin_charge:R:1
N 0.685 0.713 -1.547 -0.022
C 1.047 0.448 -0.150 -0.283
C 0.663 -0.968 0.210 -0.246
O 0.211 -1.056 1.586 -0.086
H 0.978 -0.038 -2.165 0.065
H 1.144 1.531 -1.932 0.063
H 0.548 1.185 0.477 0.107
H 2.117 0.638 0.033 0.110
H 1.477 -1.675 0.147 0.116
H -0.189 -1.209 -0.419 0.107
H -0.599 -0.521 1.629 0.045
O -2.664 0.037 0.991 -0.048
H -3.426 0.583 0.779 0.045
H -1.992 0.333 0.363 0.026
```

Summary:
gap between HOMO and LUMO	10.4	eV
HOMO	-9.62	eV

***

Relative to the most stable one, in kJ/mol, the structures come out at (w) 270.8; (x) 0.0.

***

(w)
Density functional theory data (ωB97M-V/def2-TZVPD) for 2 unconnected molecules or ions with the total composition C2H9NO2.

Structure (XYZ):
```
14
Properties=species:S:1:pos:R:3:lowdin_charge:R:1
N 1.168 0.680 2.644 -0.013
C 0.689 0.342 1.265 -0.284
O 0.616 -1.138 1.230 -0.114
H 0.357 1.243 3.043 0.087
H 1.222 -0.210 3.134 0.050
H 1.513 0.675 0.606 0.107
H -0.288 0.729 0.908 0.106
H 0.257 -1.549 2.016 0.060
C -1.147 -0.164 -2.157 -0.159
O -0.660 -0.767 -3.357 -0.133
H -1.031 -0.781 -1.312 0.054
H -2.093 0.290 -2.231 0.058
H -0.439 0.676 -1.988 0.083
H -0.164 -0.025 -3.801 0.097
```

Summary:
gap between HOMO and LUMO	10.6	eV
HOMO	-9.85	eV

***

(x)
Density functional theory data (ωB97M-V/def2-TZVPD) for 3 unconnected molecules or ions with the total composition C2H9NO2.

Structure (XYZ):
```
14
Properties=species:S:1:pos:R:3:lowdin_charge:R:1
C 0.711 -0.270 0.903 -0.091
N 0.280 0.852 0.573 -0.108
C 1.038 1.957 0.066 -0.126
H 0.012 -1.001 1.318 0.074
H 1.741 -0.645 0.835 0.089
H 2.070 1.966 0.429 0.082
H 0.484 2.881 0.116 0.069
H 1.131 1.776 -1.001 0.080
O 0.230 -2.400 -1.294 -0.069
H -0.486 -3.046 -1.283 0.039
H -0.193 -1.649 -0.850 -0.017
O -2.314 -0.461 -0.169 -0.072
H -1.767 0.337 -0.193 0.009
H -2.935 -0.298 0.548 0.039
```

Summary:
gap between HOMO and LUMO	10.6	eV
HOMO	-9.73	eV

***

Relative to the most stable one, in kJ/mol, the structures come out at (w) 72.7; (x) 0.0.

***

(w)
Density functional theory data (ωB97M-V/def2-TZVPD) for 3 unconnected molecules or ions with the total composition C2H9NO2.

Structure (XYZ):
```
14
Properties=species:S:1:pos:R:3:lowdin_charge:R:1
C -1.912 1.985 -1.769 -0.081
N -2.235 0.795 -1.536 -0.089
C -1.446 0.033 -0.603 -0.148
H -2.501 2.564 -2.481 0.066
H -1.057 2.474 -1.306 0.065
H -0.565 0.544 -0.188 0.050
H -1.145 -0.891 -1.096 0.079
H -2.066 -0.211 0.249 0.076
O 2.077 -3.176 2.066 -0.064
H 2.604 -2.562 2.594 0.033
H 1.916 -2.664 1.265 0.026
O 2.151 0.845 1.096 -0.057
H 3.032 0.795 0.711 0.037
H 1.510 1.139 0.448 0.006
```

Summary:
gap between HOMO and LUMO	10.4	eV
HOMO	-9.98	eV

***

(x)
Density functional theory data (ωB97M-V/def2-TZVPD) for 2 unconnected molecules or ions with the total composition C2H9NO2.

Structure (XYZ):
```
14
Properties=species:S:1:pos:R:3:lowdin_charge:R:1
C 1.670 -0.361 0.535 -0.101
N 0.954 -0.468 -0.736 -0.124
C -0.438 -0.705 -0.858 -0.284
O -1.092 0.609 -0.905 -0.086
H 1.143 0.210 1.291 0.065
H 2.660 0.085 0.426 0.078
H 1.810 -1.421 0.796 0.079
H 1.294 0.010 -1.555 0.107
H -0.729 -1.247 -1.751 0.109
H -0.679 -1.401 -0.057 0.121
H -1.973 0.378 -1.213 0.072
O -1.574 1.353 1.704 -0.056
H -0.952 1.968 1.311 0.030
H -2.096 0.990 1.012 -0.009
```

Summary:
gap between HOMO and LUMO	9.6	eV
HOMO	-8.83	eV

***

Relative to the most stable one, in kJ/mol, the structures come out at (w) 10.4; (x) 0.0.